[1]
{
  "formula": "C10H18BrI2O3PSi",
  "method": "ωB97M-V with the def2-TZVPD basis set",
  "homo_lumo_gap_ev": 8.39,
  "e_homo_ha": -0.313,
  "lumo_energy_ev": -0.14,
  "multiplicity": 1,
  "species": ["I", "I", "Br", "P", "Si", "O", "O", "O", "C", "C", "C", "C", "C", "C", "C", "C", "C", "C", "H", "H", "H", "H", "H", "H", "H", "H", "H", "H", "H", "H", "H", "H", "H", "H", "H", "H"],
  "coordinates": [[-4.07213, 3.69953, -0.62551], [-6.02363, 2.15175, 1.96719], [-1.33316, 6.21664, -0.09035], [-0.03876, 4.65686, 0.80598], [-1.30262, 2.80336, 1.18008], [1.69174, -4.20926, -2.70127], [0.05803, 5.23706, 2.35529], [2.17564, -1.80910, -1.06889], [3.05947, -4.18884, -3.06573], [1.36712, 0.24693, 1.31489], [-0.60247, 1.45678, 0.03498], [1.47433, -4.12509, -1.30289], [2.02314, -1.01781, -2.23036], [-3.18045, 2.84905, 1.07064], [-3.36429, 1.53457, 3.21469], [-3.91273, 2.24649, 2.01014], [0.47378, 0.79608, 0.73504], [1.11412, -2.72348, -0.86364], [0.89890, -2.73526, 0.20968], [3.11001, -4.00061, -4.13681], [0.06498, 4.49180, 2.96875], [2.09282, -0.05865, 2.02452], [-4.15327, 1.07287, 3.79075], [0.64158, -4.79315, -1.06232], [1.73154, -1.61822, -3.09516], [-0.25157, 1.89314, -0.89676], [3.52982, -5.15595, -2.85663], [-1.41767, 0.76812, -0.17699], [3.60575, -3.40164, -2.54164], [2.35610, -4.47452, -0.75662], [-2.67203, 0.74617, 2.93234], [0.21132, -2.38585, -1.38264], [-2.83498, 2.21107, 3.87797], [2.98258, -0.54547, -2.43477], [-0.92159, 2.42102, 2.55452], [1.27449, -0.23392, -2.06420]],
  "atomic_forces_ev_per_a": [[0.26, -0.12, 0.02], [0.11, 0.07, -0.07], [-0.17, 0.00, 0.07], [0.66, 0.23, -0.13], [-0.52, -0.06, -0.41], [0.03, 0.09, 0.01], [0.01, -0.17, -0.02], [0.08, -0.15, -0.15], [-0.02, -0.03, -0.01], [-0.11, 0.41, 0.52], [-0.34, 0.27, 0.19], [-0.10, -0.10, -0.12], [0.00, 0.06, 0.07], [-0.15, -0.12, 0.13], [0.11, -0.14, 0.23], [-0.31, 0.08, -0.11], [0.18, -0.25, -0.23], [0.07, 0.11, 0.19], [-0.04, -0.01, -0.01], [-0.03, -0.03, -0.01], [-0.06, 0.12, 0.22], [0.25, -0.33, -0.17], [-0.14, -0.06, 0.07], [0.01, 0.00, 0.03], [-0.01, -0.01, 0.00], [-0.03, 0.04, -0.19], [0.03, 0.02, 0.03], [-0.05, -0.14, -0.17], [0.00, 0.00, 0.01], [0.02, 0.02, 0.02], [0.13, -0.09, -0.11], [-0.02, -0.01, -0.03], [0.07, 0.18, 0.06], [0.00, 0.02, 0.04], [0.08, 0.13, 0.10], [-0.01, -0.01, -0.04]],
  "mulliken_charge": [0.129, 0.058, -0.204, 0.203, 0.094, -0.373, -0.471, -0.346, -0.686, 0.101, -0.483, -0.669, -0.634, -0.022, -1.225, 0.067, -0.690, -0.386, 0.388, 0.245, 0.324, 0.428, 0.425, 0.388, 0.377, 0.453, 0.319, 0.372, 0.294, 0.346, 0.320, 0.326, 0.303, 0.261, -0.168, 0.135]
}

---

[2]
{
  "formula": "C10H18CaCl2O5",
  "method": "ωB97M-V with the def2-TZVPD basis set",
  "homo_lumo_gap_ev": 10.80,
  "e_homo_ha": -0.618,
  "charge": 2,
  "lumo_energy_ev": -6.00,
  "multiplicity": 1,
  "species": ["Ca", "Cl", "Cl", "O", "O", "O", "O", "O", "C", "C", "C", "C", "C", "C", "C", "C", "C", "C", "H", "H", "H", "H", "H", "H", "H", "H", "H", "H", "H", "H", "H", "H", "H", "H", "H", "H"],
  "coordinates": [[-0.19075, -1.05326, 0.00240], [-3.02108, -1.45773, 0.00591], [-5.64344, -2.76897, 0.01458], [2.09746, -0.73190, 0.00005], [-0.23724, -5.01740, 0.01221], [-0.27144, 1.28022, -0.00258], [0.31688, -0.18774, 2.12066], [0.31373, -0.19729, -2.12044], [2.58421, -0.10583, 1.20418], [-0.19319, -3.90326, 0.00959], [-0.00274, 1.20499, 2.34279], [2.58240, -0.11133, -1.20766], [-0.88920, 1.71058, 1.21890], [1.69833, -0.54440, -2.35716], [-4.84923, -1.23633, 0.00566], [1.70184, -0.53369, 2.35696], [-0.00614, 1.19449, -2.34807], [-0.89096, 1.70504, -1.22513], [1.72108, -1.62812, -2.48089], [-0.51808, 1.29604, -3.30516], [-5.07005, -0.68856, -0.90184], [3.61500, -0.40409, -1.40767], [2.55682, 0.97825, 1.06720], [1.72484, -1.61683, 2.48557], [0.91780, 1.78752, 2.37796], [2.05849, -0.09839, -3.28477], [-1.90967, 1.31934, 1.28152], [-0.51328, 1.31065, 3.30019], [2.06331, -0.08345, 3.28200], [-0.92497, 2.79995, 1.28616], [2.55524, 0.97337, -1.07557], [-1.91150, 1.31348, -1.28451], [0.91438, 1.77681, -2.38711], [3.61710, -0.39767, 1.40399], [-5.06907, -0.67858, 0.90731], [-0.92686, 2.79410, -1.29721]],
  "atomic_forces_ev_per_a": [[-0.29, -0.37, 0.00], [0.25, -0.01, 0.00], [0.03, 0.00, 0.00], [0.05, 0.15, 0.00], [0.01, 0.01, 0.00], [-0.10, 0.10, 0.00], [0.11, 0.07, -0.10], [0.11, 0.07, 0.10], [0.01, 0.02, 0.10], [-0.02, 0.13, 0.00], [-0.06, 0.03, 0.02], [0.01, 0.02, -0.09], [0.16, 0.05, 0.22], [0.07, 0.00, 0.01], [-0.31, -0.03, 0.00], [0.07, 0.00, -0.01], [-0.06, 0.03, -0.02], [0.16, 0.05, -0.22], [-0.02, 0.00, -0.01], [0.01, -0.04, -0.01], [0.05, 0.01, -0.01], [0.00, -0.07, 0.07], [-0.02, 0.00, 0.00], [-0.02, 0.00, 0.01], [0.02, -0.03, -0.04], [-0.08, 0.01, -0.03], [0.01, -0.04, -0.01], [0.01, -0.04, 0.01], [-0.08, 0.01, 0.03], [-0.08, 0.01, -0.15], [-0.02, 0.00, 0.00], [0.01, -0.04, 0.01], [0.02, -0.03, 0.04], [0.00, -0.07, -0.07], [0.05, 0.01, 0.01], [-0.08, 0.01, 0.15]],
  "mulliken_charge": [1.788, -0.242, -0.063, -0.348, 0.094, -0.028, -0.533, -0.534, -0.413, -0.058, -0.587, -0.414, -0.582, -0.701, -0.399, -0.702, -0.587, -0.581, 0.352, 0.438, 0.336, 0.485, 0.325, 0.352, 0.373, 0.420, 0.327, 0.438, 0.420, 0.388, 0.326, 0.327, 0.373, 0.485, 0.336, 0.388]
}

---

[3]
{
  "formula": "C10H18Cl3O5P",
  "method": "ωB97M-V with the def2-TZVPD basis set",
  "smiles": "CCOP(=O)(OCC)O[C@H](/C=C/OCCCl)C(Cl)Cl",
  "homo_lumo_gap_ev": 9.87,
  "e_homo_ha": -0.333,
  "relative_energy_kj_mol": 0.0,
  "lumo_energy_ev": 0.80,
  "multiplicity": 1,
  "species": ["Cl", "Cl", "Cl", "P", "O", "O", "O", "O", "O", "C", "C", "C", "C", "C", "C", "C", "C", "C", "C", "H", "H", "H", "H", "H", "H", "H", "H", "H", "H", "H", "H", "H", "H", "H", "H", "H", "H"],
  "coordinates": [[-0.85997, -4.53807, 1.79179], [-0.55298, -0.03292, -3.48012], [-1.18837, -2.31999, -1.88732], [1.10064, 1.96035, -0.04472], [0.90168, -2.10704, 2.31057], [-0.25472, 1.98733, 0.54490], [1.41501, 3.43583, -0.65086], [2.18118, 1.58346, 1.12838], [1.13499, 0.79792, -1.18872], [-0.17243, 3.83421, -2.37959], [2.20039, 2.56126, 2.14222], [-0.05239, -2.43111, 3.34898], [0.35046, -1.22320, 1.40418], [0.84829, -1.18038, 0.14411], [2.03274, 1.91899, 3.49280], [0.24239, -0.29678, -0.94016], [1.28101, 3.55646, -2.03844], [-1.30237, -3.09156, 2.74833], [0.07731, -1.11172, -2.23235], [1.41834, 3.33106, 2.07025], [1.12880, 1.29756, 3.41831], [1.01428, -1.53639, -2.50588], [-1.93375, -3.41450, 3.59484], [-1.88562, -2.38623, 2.14772], [1.92285, 4.40892, -2.32724], [-0.43819, -0.56511, 1.65952], [0.40515, -3.06342, 4.09686], [-0.26279, 4.14457, -3.42629], [-0.56087, 4.65204, -1.79451], [-0.81744, 2.94768, -2.20641], [1.69221, -1.79989, -0.18955], [-0.34405, -1.51923, 3.87731], [1.62120, 2.66512, -2.57722], [-0.72949, 0.03934, -0.64040], [1.92171, 2.62951, 4.28527], [2.89135, 1.30134, 3.76865], [3.15299, 3.14411, 2.11435]],
  "atomic_forces_ev_per_a": [[-0.21, 0.31, 0.11], [0.29, 0.09, -0.46], [0.52, -0.23, -0.13], [-2.08, -0.27, 1.54], [-1.11, 0.76, 0.51], [0.33, -0.02, 0.00], [1.24, -2.70, 1.42], [-0.54, 0.40, -2.72], [1.14, 1.77, 0.46], [-0.29, -0.44, -0.55], [0.96, 2.04, 1.56], [-0.28, 0.26, -0.90], [2.31, -1.30, -2.28], [-0.69, -0.05, 0.51], [-0.06, -1.20, -0.39], [0.76, -1.44, 1.11], [-0.29, 1.04, -1.88], [0.08, 0.04, 1.07], [-1.18, 1.16, 1.04], [-0.07, -0.42, -0.52], [0.25, 0.06, 0.35], [0.42, -0.60, -0.58], [0.18, 0.02, -0.48], [0.25, -0.34, -0.13], [-0.29, -0.40, 0.05], [-0.80, 0.45, 0.72], [0.42, -0.33, -0.24], [0.04, -0.24, 0.04], [-0.06, 0.26, 0.39], [0.43, 0.47, -0.10], [-0.36, 0.13, 0.46], [-0.15, 0.14, -0.10], [0.10, 0.16, 0.18], [-0.45, 0.53, 0.11], [-0.23, 0.66, 0.31], [-0.13, -0.16, -0.21], [-0.45, -0.60, -0.26]],
  "mulliken_charge": [-0.192, -0.171, -0.148, 0.964, -0.440, -0.671, -0.350, -0.293, -0.360, -0.985, -0.337, -0.529, 0.042, -0.930, -1.127, -0.444, -0.186, -0.408, 0.100, 0.317, 0.201, 0.405, 0.413, 0.292, 0.352, 0.706, 0.430, 0.372, 0.303, 0.212, 0.342, 0.267, 0.259, 0.551, 0.401, 0.291, 0.348]
}

---

[4]
{
  "formula": "C10H18F6N6O7ReS3",
  "method": "ωB97M-V with the def2-TZVPD basis set",
  "s2": 3.78,
  "homo_lumo_gap_ev": [6.93, 7.10],
  "e_homo_ha": [-0.540, -0.544],
  "relative_energy_kj_mol": 12.6,
  "charge": 2,
  "lumo_energy_ev": [-7.76, -7.71],
  "multiplicity": 4,
  "species": ["Re", "S", "S", "S", "F", "F", "F", "F", "F", "F", "O", "O", "O", "O", "O", "O", "O", "N", "N", "N", "N", "N", "N", "C", "C", "C", "C", "C", "C", "C", "C", "C", "C", "H", "H", "H", "H", "H", "H", "H", "H", "H", "H", "H", "H", "H", "H", "H", "H", "H", "H"],
  "coordinates": [[-0.45767, -0.02467, 0.72981], [-3.20727, 1.88396, 0.48866], [0.76441, -2.81325, 1.79420], [-3.06138, -0.80821, 0.34840], [-5.37542, -1.60420, 1.29618], [-3.97421, -3.18069, 0.88544], [-4.88603, 2.05999, 2.45213], [-3.39435, 3.58971, 2.49491], [-4.90545, -2.08541, -0.70090], [-2.86754, 1.57733, 3.09453], [-2.24016, -1.09134, -0.79234], [-2.17174, -0.88317, 1.60219], [-0.24260, 2.43590, 3.85987], [-1.69089, 1.73417, 0.57381], [0.18720, 0.54708, 2.28474], [-3.72436, 2.89326, -0.33724], [0.22637, -1.83396, 0.62687], [3.05484, 0.18772, -1.78972], [2.48717, 2.51932, -1.25722], [-3.85549, 0.51744, 0.15244], [1.27148, 1.28507, -2.97398], [0.29043, 2.34936, 2.93004], [1.02263, 0.74519, -0.64270], [1.60485, 2.06031, -0.20420], [3.56459, 1.52927, -1.44087], [2.35595, 0.35290, -3.06599], [-0.15064, -4.30339, 1.34508], [0.35102, 0.81192, -1.99486], [2.41023, -3.39023, 1.34403], [-4.48136, -2.05199, 0.49244], [-3.64674, 2.31406, 2.23089], [1.76603, 2.59902, -2.55768], [2.10930, -0.19688, -0.82280], [2.44605, 3.04450, -3.29382], [2.14574, 1.92742, 0.70638], [3.12435, 0.74907, -3.77531], [2.70166, -4.12583, 2.09582], [0.16590, -5.07889, 2.02903], [2.40524, -3.81307, 0.33555], [4.12689, 1.51182, -0.51189], [-0.43035, 1.54714, -1.91707], [1.95166, -0.60602, -3.46892], [0.00794, -0.18647, -2.30277], [0.77335, 2.76360, -0.07808], [1.67475, -1.11457, -1.07189], [-1.18237, -4.16859, 1.53864], [0.97957, 3.29960, -2.44601], [2.58818, -0.26782, 0.18069], [0.01008, -4.37278, 0.25242], [4.22064, 1.78230, -2.28246], [3.15753, -2.61701, 1.56353]],
  "atomic_forces_ev_per_a": [[-1.12, 0.92, -1.34], [1.24, 0.28, -0.10], [-0.58, 0.06, -0.16], [-0.47, 0.14, 1.77], [-0.70, 0.34, 1.08], [0.32, -0.91, 0.33], [-1.10, -0.41, -0.04], [0.15, -0.25, -0.60], [-1.06, -0.57, -2.38], [-0.57, 0.31, -0.97], [1.23, -0.42, -0.87], [-1.45, 0.18, -0.84], [-0.90, -0.12, 1.67], [-0.49, 0.07, -0.15], [0.67, 0.24, 0.94], [0.22, 0.63, -0.15], [1.46, -1.63, 0.58], [-0.02, 0.80, -0.25], [0.18, -0.32, -0.70], [-0.19, -0.82, 0.86], [-0.12, 0.81, -0.04], [0.93, 0.10, -1.81], [-1.87, -0.32, 1.23], [-0.50, 0.68, -2.11], [0.35, 0.02, -0.02], [1.26, -0.62, -1.68], [0.82, 0.87, -0.56], [0.06, 0.86, -0.41], [0.14, 0.46, 0.22], [1.44, 0.98, 0.65], [1.36, 0.17, 1.65], [1.04, 0.05, 0.40], [1.74, -0.32, 2.16], [-0.06, -0.48, 0.07], [0.31, -0.25, 0.70], [-0.78, -0.45, 0.29], [-0.54, -0.43, -0.02], [0.50, -0.50, -0.37], [0.22, 0.22, 0.19], [0.26, -0.30, 0.04], [-0.77, 0.01, 0.04], [0.48, 0.48, 0.46], [-0.16, 0.21, 0.46], [0.17, -0.05, 0.06], [-0.48, -1.58, -0.43], [-1.08, 0.55, 0.20], [-1.12, 0.53, 0.06], [0.00, -0.23, -0.56], [0.07, -0.71, 0.68], [-0.10, 0.49, 0.46], [-0.38, 0.21, -0.67]],
  "mulliken_spin": [2.279, 0.020, 0.034, 0.065, 0.000, -0.001, 0.000, 0.000, 0.000, 0.002, 0.023, 0.030, 0.095, 0.031, 0.194, 0.000, 0.082, 0.003, 0.003, -0.008, 0.001, 0.126, -0.076, 0.033, 0.000, 0.001, 0.001, 0.048, 0.004, -0.001, 0.004, 0.002, 0.017, 0.000, -0.007, 0.000, 0.001, 0.001, 0.000, 0.000, 0.004, 0.000, -0.010, 0.000, 0.001, 0.001, 0.000, -0.005, -0.001, 0.000, 0.001]
}